Formula: C53H66Br2Cl2N5O2RbS
Source: the OMol25 dataset
Level of theory: the ωB97M-V functional and the def2-TZVPD basis

Each line ends with the Mulliken charge.
CARTESIAN COORDINATES (ANGSTROEM)
1 Rb -0.54851 -0.17909 0.04652  1.49
2 Br -1.08624 -1.97665 8.54441  -0.33
3 Br -4.49610 -2.26352 4.05497  -0.27
4 Cl -3.28640 -1.37548 -0.47518  0.01
5 Cl -4.89532 -3.58176 -1.57797  -0.22
6 S 0.89478 -3.46914 -0.41398  1.00
7 O -1.88848 -1.54313 2.57375  -0.11
8 O 0.49564 -4.61630 -1.29242  -0.78
9 N 1.32078 0.28843 -1.90201  -0.70
10 N -1.54621 0.81779 -2.38139  -0.34
11 N 1.20605 1.95832 0.47674  -0.74
12 N -1.68856 2.38552 0.06281  -0.54
13 N 0.61557 -1.26285 3.55119  0.39
14 C -3.46827 0.59076 -3.63705  0.57
15 C -4.89207 0.78288 -4.05093  -1.05
16 C 0.51020 -3.93311 1.31569  -0.16
17 C 5.43018 3.32943 0.96492  -1.51
18 C 2.61649 0.19988 -1.54367  -0.32
19 C 1.83577 -1.09515 3.99789  0.67
20 C 3.34635 -0.62958 -2.50343  0.47
21 C 3.17874 2.38884 1.59053  0.37
22 C -2.54584 -2.04671 6.11088  -0.41
23 C 2.16799 -3.32700 -4.40927  -0.57
24 C 3.17738 0.85532 -0.43768  -0.12
25 C 2.13362 -1.14338 5.37816  -1.03
26 C 2.52874 1.69797 0.47654  0.17
27 C -0.30751 3.28767 1.85306  -0.70
28 C -0.39627 -1.48940 4.41760  -0.23
29 C 2.64628 -1.89164 -4.63528  -1.35
30 C -2.74512 -1.96072 4.73827  -0.13
31 C -1.94138 -4.48451 0.89199  -0.50
32 C -1.30088 -1.84942 6.65025  -0.02
33 C 4.64782 2.38691 1.88164  -0.85
34 C 1.93602 2.96402 4.75512  -1.07
35 C -4.61381 -2.48366 -0.20099  -0.49
36 C -1.51277 3.14990 1.15776  0.55
37 C 3.56903 -5.54154 -1.50340  -1.40
38 C -1.72593 -1.65421 3.80146  -0.12
39 C -5.19563 5.07134 -0.70073  -1.01
40 C -3.65405 3.49922 0.52835  0.53
41 C -2.07350 -0.15551 -6.74140  -1.15
42 C -0.19203 -1.57220 5.81503  1.24
43 C -2.59797 -0.92162 -5.52457  -1.10
44 C -2.39317 6.22510 2.26703  -1.07
45 C -3.49215 1.99838 -1.52093  -0.18
46 C 2.18742 3.03856 2.26152  0.24
47 C -2.75616 3.85843 1.48332  -0.15
48 C -5.06275 3.96947 0.35298  -1.07
49 C -2.83858 1.18540 -2.45545  -0.33
50 C 1.13112 -1.38008 6.27289  -1.08
51 C 1.16158 -0.41694 -3.03522  0.39
52 C 5.65338 0.21577 -3.05697  -1.48
53 C -2.94971 2.57308 -0.36383  0.22
54 C 2.90924 -0.80744 2.99066  0.49
55 C -0.04769 -0.54633 -3.73658  -0.86
56 C 2.69400 -3.48990 -0.29121  0.67
57 C -5.13263 2.11503 -4.76244  -1.10
58 C -1.28826 0.03197 -3.44575  0.78
59 C -2.93292 4.83343 2.60461  -0.85
60 C -0.58842 -4.98528 1.37397  -0.89
61 C 4.81528 -0.92031 -2.46726  -0.85
62 C 2.43432 -1.01674 -3.43886  0.55
63 C 0.95171 2.75762 1.52855  0.30
64 C -2.49904 -0.13508 -4.25630  0.22
65 C 3.30288 -4.88360 -0.15642  -0.40
66 C 2.29372 3.81535 3.53511  -1.06
67 H 4.23748 -4.79960 0.40732  0.50
68 H -0.65942 -5.30605 2.41853  0.49
69 H 3.01119 0.26984 2.84985  -0.69
70 H 1.63551 4.68878 3.49719  0.44
71 H -4.53950 2.17339 -5.67710  0.24
72 H -6.23641 5.37598 -0.83635  0.37
73 H -3.99336 4.90738 2.86678  0.44
74 H 5.44475 1.14971 -2.53423  0.20
75 H 2.74205 -3.80245 -3.61225  -0.27
76 H -5.53880 0.72689 -3.16888  0.27
77 H 4.81966 2.67130 2.92509  0.72
78 H -2.64327 0.76390 -6.88864  0.24
79 H -5.69937 3.12476 0.07090  0.33
80 H 3.30986 4.20840 3.64825  0.51
81 H -4.38550 -3.09025 0.66929  0.16
82 H 5.27575 3.06099 -0.08086  0.20
83 H 3.15265 -0.99288 5.71423  0.49
84 H -3.63933 -1.20993 -5.69802  0.43
85 H 1.33565 -1.42486 7.33512  0.29
86 H 5.40062 0.36833 -4.10774  0.30
87 H -5.52039 -1.90665 -0.05794  0.39
88 H -3.38558 -2.27235 6.75497  0.38
89 H 4.24302 0.70879 -0.28095  0.27
90 H -1.90972 -4.26041 -0.17646  0.36
91 H 5.07975 4.35526 1.09079  0.30
92 H 3.04329 -2.97289 -1.18783  -0.76
93 H 5.12964 -1.09834 -1.43280  0.36
94 H -2.92664 6.64498 1.41206  0.23
95 H 2.64191 -5.63222 -2.06779  0.26
96 H -0.01219 -1.16564 -4.62846  0.24
97 H -2.70580 -5.25050 1.04599  0.41
98 H -6.18510 2.24475 -5.02662  0.39
99 H 1.12344 -3.34930 -4.09788  0.24
100 H 0.93434 2.54482 4.65114  0.23
101 H 2.64315 -5.52182 0.43688  0.20
102 H -0.33965 3.91932 2.73684  0.10
103 H 2.63556 -1.22225 2.02059  -0.95
104 H -4.80803 4.73011 -1.66121  0.19
105 H 1.97421 3.54593 5.67938  0.47
106 H -2.49572 6.91386 3.11001  0.36
107 H -2.14158 -0.75332 -7.65405  0.38
108 H 3.87647 -1.20805 3.30301  0.65
109 H -2.42584 4.45820 3.49916  0.33
110 H -4.83163 2.94894 -4.12705  0.18
111 H -2.03935 -1.85690 -5.42015  0.37
112 H 6.50230 3.30083 1.17611  0.44
113 H 2.12129 -1.46570 -5.49643  0.40
114 H -1.33876 6.16735 1.99402  0.26
115 H -0.27835 -5.85326 0.78639  0.26
116 H 2.27641 -3.93470 -5.31179  0.48
117 H -1.03142 0.12893 -6.59176  0.27
118 H 4.00092 -6.53645 -1.37366  0.47
119 H 1.42016 -4.29680 1.79637  0.68
120 H -4.53947 2.21062 -1.71811  0.22
121 H -5.45189 4.33548 1.30875  0.38
122 H -4.61567 5.94884 -0.40980  0.22
123 H -5.20189 -0.03821 -4.70491  0.47
124 H -2.23208 -3.58198 1.43130  -0.28
125 H 6.72450 0.01004 -2.98505  0.43
126 H 2.62486 2.12206 4.85122  0.18
127 H 5.02553 -1.84892 -3.00982  0.59
128 H 5.04457 1.37083 1.77780  0.34
129 H 2.92541 -2.83977 0.55721  -0.05
130 H 0.20456 -3.00569 1.81003  -0.46
131 H 3.70834 -1.89807 -4.90404  0.45
132 H 4.27121 -4.94617 -2.09153  0.27

Forces on the atoms, in the same order (eV/Å):
Rb 0.2 0.0 0.6
Br 0.0 0.0 0.0
Br 0.0 0.0 0.0
Cl -0.5 -0.2 -0.3
Cl 0.0 0.0 0.0
S -0.4 0.1 -0.2
O -0.1 -0.1 -0.3
O 0.2 -0.1 0.1
N 0.1 0.0 -0.1
N 0.0 0.0 0.0
N 0.0 0.0 0.1
N 0.1 0.1 0.0
N 0.0 0.0 0.0
C 0.1 0.0 -0.1
C 0.0 -0.1 0.0
C 0.1 0.0 0.0
C 0.0 0.0 0.0
C 0.0 0.1 0.0
C 0.1 0.0 0.1
C 0.0 0.0 0.0
C 0.0 0.0 0.0
C 0.0 0.0 0.1
C 0.0 0.0 0.0
C 0.0 0.0 0.0
C 0.0 0.0 0.0
C 0.0 0.0 -0.1
C 0.0 0.0 0.1
C 0.0 0.0 0.0
C 0.0 0.0 -0.1
C 0.0 0.0 0.0
C -0.1 0.0 -0.1
C -0.1 0.0 -0.1
C 0.0 0.0 0.1
C 0.0 0.0 0.0
C 0.0 0.0 0.2
C 0.0 0.0 0.0
C 0.0 -0.1 0.0
C 0.0 0.0 0.0
C 0.0 0.0 0.0
C 0.0 0.0 0.1
C 0.0 0.0 0.0
C 0.1 0.0 0.1
C 0.0 -0.1 0.0
C 0.0 0.0 0.0
C 0.0 0.0 0.0
C 0.1 0.0 0.0
C 0.0 0.1 -0.1
C -0.1 0.0 0.0
C 0.1 0.0 0.0
C 0.0 0.0 0.0
C 0.0 0.0 0.0
C 0.0 0.0 0.0
C 0.1 0.0 0.0
C 0.0 -0.1 0.0
C 0.0 0.0 0.0
C 0.1 0.1 0.1
C 0.0 0.0 0.0
C 0.0 -0.1 0.0
C 0.0 -0.1 0.1
C 0.1 0.0 0.1
C 0.0 -0.1 0.0
C 0.1 0.0 0.0
C 0.0 0.0 0.0
C -0.1 0.1 0.0
C 0.0 0.1 0.1
C 0.0 0.1 0.0
H 0.0 0.0 0.0
H 0.0 0.0 0.0
H 0.0 0.0 0.0
H 0.0 0.0 0.0
H 0.0 0.0 0.0
H 0.0 0.0 0.0
H 0.0 0.0 0.0
H 0.0 0.0 0.0
H 0.0 0.0 0.0
H 0.0 0.0 0.0
H 0.0 0.0 0.0
H 0.0 0.0 0.0
H 0.0 0.0 0.0
H 0.0 0.0 0.0
H 0.0 0.0 0.0
H 0.0 0.0 0.0
H 0.0 0.0 0.0
H 0.0 0.0 0.0
H 0.0 0.0 0.0
H 0.0 0.0 0.0
H 0.0 0.0 0.0
H 0.0 0.0 0.0
H 0.0 0.0 0.0
H 0.0 0.0 0.0
H 0.0 0.0 0.0
H 0.0 0.0 0.0
H 0.0 0.0 0.0
H 0.0 0.0 0.0
H 0.0 0.0 0.0
H 0.0 0.0 0.0
H 0.0 0.0 0.0
H 0.0 0.0 0.0
H 0.0 0.0 0.0
H 0.0 0.0 0.0
H 0.0 0.0 0.0
H 0.0 0.0 0.0
H 0.0 0.0 0.0
H 0.0 0.0 0.0
H 0.0 0.0 0.0
H 0.0 0.0 0.0
H 0.0 0.0 0.0
H 0.0 0.0 0.0
H 0.0 0.0 0.0
H 0.0 0.0 0.0
H 0.0 0.0 0.0
H 0.0 0.0 0.0
H 0.0 0.0 0.0
H 0.0 0.0 0.0
H 0.0 0.0 0.0
H 0.0 0.0 0.0
H 0.0 0.0 0.0
H 0.0 0.0 0.0
H 0.0 0.0 0.0
H 0.0 0.0 0.0
H 0.0 0.0 0.0
H 0.0 0.0 0.0
H 0.0 0.0 0.0
H 0.0 0.1 0.1
H 0.0 0.0 0.0
H 0.0 0.0 0.0
H 0.0 0.0 0.0
H 0.0 0.0 0.0
H 0.0 0.0 0.0
H 0.0 0.0 0.0
H 0.0 0.0 0.0
H 0.0 0.0 0.0

Computed properties:
Total charge: -2
Energy above the lowest of the compared OMol25 structures with the same formula, charge and spin, kcal per mole: 7.2
F_max, eV Å⁻¹: 0.66
2S+1: 1
Frontier orbital gap, Ha: 0.1776
Calculated total energy, Ha: -8974.25738
LUMO level, Ha: 0.132